Entry 1:
12
Properties=species:S:1:pos:R:3:forces:R:3 method="wB97M-V/def2-TZVPD" de_lowest_ev=5.6659 smiles="COC1=C=CON1" charge=0
C 1.47493 1.38247 -0.32375 0.032 0.189 -0.056
O 1.37094 -0.04535 -0.16793 -0.080 -0.342 0.064
C 0.19581 -0.57432 0.10735 0.509 -0.177 0.480
N -0.90791 0.32032 -0.03276 0.486 -0.373 -0.667
O -1.97156 -0.41384 0.46529 -0.142 -0.424 -0.313
C -1.46300 -1.68064 0.67021 0.028 -0.118 0.063
C -0.13592 -1.89487 0.41578 -0.033 0.243 0.489
H 0.92739 1.73138 -1.20566 0.098 -0.125 0.127
H 1.09444 1.90170 0.55947 0.040 -0.153 -0.109
H 2.53761 1.58355 -0.45351 -0.143 -0.086 0.032
H -2.26231 -2.33719 1.01134 0.277 0.057 -0.008
H -0.86043 0.02681 -1.04583 -1.072 1.308 -0.103



Entry 2:
65
Properties=species:S:1:pos:R:3:forces:R:3 method="wB97M-V/def2-TZVPD" de_lowest_ev=0.8609 charge=-1
Ba 0.46766 0.33610 -0.39073 1.791 -1.208 1.486
O 3.99195 -1.83910 3.68389 0.193 0.481 -0.660
C 4.15799 -0.76538 2.84761 -0.451 -1.516 1.164
C 3.25618 -0.69342 1.58380 -0.664 0.221 -0.506
O 1.88545 -1.00561 1.62840 -0.781 0.858 -0.240
H 5.18587 -0.70651 2.41550 0.282 0.114 -0.241
H 4.08649 0.17702 3.44445 -0.405 0.597 -0.127
H 3.73694 -1.29093 0.78615 0.148 -0.364 0.124
H 3.38301 0.34852 1.20531 0.179 0.259 0.008
B 2.65200 1.07833 -1.86344 1.441 0.733 -1.186
H 2.92342 0.02894 -1.53107 0.466 -2.116 0.418
H 2.53094 1.66802 -0.90806 -0.258 1.534 1.863
H 3.45187 1.58408 -2.53875 1.087 0.426 -0.718
H 1.68677 1.08254 -2.45619 -2.173 0.052 -1.336
C -3.93523 2.34386 -1.84693 -1.217 -1.217 -0.329
C -2.74867 1.40810 -1.71267 1.019 1.487 -0.241
C -2.01348 1.18833 -3.03189 -0.027 -1.488 -0.204
O -1.05746 0.12243 -2.85262 -0.666 0.379 -0.025
C -0.30239 -0.12064 -4.03008 -0.167 0.959 -0.365
N -1.78948 1.97733 -0.74198 -0.594 0.270 0.386
H -3.72835 3.38374 -2.08664 0.302 -0.061 -0.109
H -4.52653 2.29801 -0.92855 0.189 0.250 0.126
H -4.60832 1.89748 -2.59142 -0.026 0.459 -0.169
H -3.09957 0.41682 -1.42436 0.130 0.065 0.405
H -1.51133 2.04667 -3.48720 -0.066 0.312 0.350
H -2.76583 0.81647 -3.73914 0.015 0.200 -0.241
H 0.23483 0.80381 -4.26928 0.406 -0.287 0.012
H -0.93790 -0.31220 -4.90513 -0.217 -0.333 0.221
H 0.38202 -0.94364 -3.85704 0.036 0.047 0.122
H -2.26351 2.16970 0.14072 0.056 -0.474 0.074
H -1.57730 2.93246 -1.03154 0.252 -0.197 -0.344
C -1.33153 0.97794 4.32099 -0.664 1.246 0.146
C -0.97811 1.36703 2.87786 0.344 -1.062 0.484
C 0.33004 2.14495 2.81926 0.376 -0.721 0.145
O 0.69536 2.40178 1.46436 -0.534 0.615 0.414
C 1.77180 3.30514 1.39898 1.205 0.577 0.514
N -0.85862 0.11668 2.11066 -0.271 0.526 -0.285
H -2.33866 0.55344 4.33893 0.111 -0.301 -0.091
H -1.42649 1.86609 4.96241 0.320 -0.123 0.052
H -0.62311 0.27289 4.74789 0.120 0.026 -0.076
H -1.78577 1.96007 2.43364 0.031 0.108 0.064
H 1.14429 1.57031 3.28008 -0.115 -0.293 -0.055
H 0.25994 3.05874 3.42076 -0.223 0.268 -0.345
H 2.72815 2.89213 1.74356 -0.192 -0.621 -0.226
H 1.65440 4.15539 2.08614 -0.580 0.125 -0.233
H 1.92642 3.66208 0.38449 -0.256 -0.132 -0.088
H -0.11869 -0.46390 2.51290 0.571 -0.133 -0.269
H -1.73492 -0.38812 2.16265 -0.020 -0.044 0.271
C -2.02892 -3.85343 0.41240 0.738 -0.169 0.115
C -0.92939 -2.86751 0.05319 -0.103 0.592 1.456
C 0.07193 -3.44231 -0.93500 0.048 0.893 0.530
O 0.99600 -2.43084 -1.28515 -0.355 -0.006 -0.431
C 1.88051 -2.85909 -2.29641 0.153 -0.220 -0.174
N -1.50078 -1.55404 -0.32385 -0.983 -0.890 -1.227
H -2.62270 -4.07164 -0.47804 -0.261 -0.160 0.221
H -2.61013 -3.43234 1.23318 -0.340 -0.006 -0.232
H -1.56947 -4.75638 0.82323 -0.181 -0.183 -0.250
H -0.39428 -2.63072 0.98224 0.393 -0.217 -0.169
H -0.45422 -3.83684 -1.81602 0.129 -0.054 -0.159
H 0.61997 -4.23070 -0.41198 -0.155 -0.299 -0.151
H 1.29764 -3.22742 -3.15215 0.100 0.060 -0.138
H 2.53652 -3.67236 -1.96792 -0.114 -0.023 0.223
H 2.52255 -2.03253 -2.59337 -0.177 0.169 0.104
H -2.21619 -1.29348 0.34884 0.259 -0.105 0.302
H -2.06157 -1.69236 -1.16988 0.345 0.115 -0.160



Entry 3:
19
Properties=species:S:1:pos:R:3:forces:R:3 method="wB97M-V/def2-TZVPD" charge=0 spin_multiplicity=3
C 1.48691 -0.07447 3.40565 -0.995 -0.227 -1.180
C 0.11214 -0.57114 1.88395 0.506 0.773 1.108
C 0.82520 -2.56080 3.35388 0.219 -3.596 1.291
C 1.54487 -1.77000 -0.81316 -1.882 -1.047 -1.375
C 0.82768 -1.34182 3.03622 -0.972 2.128 -1.792
C 1.09719 1.90726 2.01910 -1.927 -0.075 -0.389
C -0.71145 -2.49785 -1.83453 1.130 4.088 -2.965
N 0.85561 0.54094 2.30535 0.674 0.627 1.158
N 0.63655 -2.12341 -1.47120 -0.613 0.626 0.275
O 2.20367 0.35322 4.23826 0.786 0.488 0.730
O -0.75595 -0.69452 1.08145 0.068 -0.270 -0.295
S 0.80917 -4.08256 3.68193 -0.043 -0.958 0.196
S 2.85229 -1.46650 -0.05042 1.907 0.757 1.298
H 1.84306 2.26727 2.67853 -0.066 0.712 1.430
H 1.60674 1.94275 1.13984 1.346 0.134 -3.075
H 0.15798 2.44525 1.82917 0.407 0.231 0.758
H -0.58434 -2.81744 -2.89660 -0.892 -0.079 0.943
H -1.01570 -3.17843 -1.17640 -1.272 -3.324 2.251
H -1.48531 -1.64268 -1.73343 1.619 -0.990 -0.369



Entry 4:
66
Properties=species:S:1:pos:R:3:forces:R:3 method="wB97M-V/def2-TZVPD" de_lowest_ev=0.7789 charge=+2 spin_multiplicity=5
Ru -1.70127 -0.86576 0.20479 -0.099 -0.191 0.349
C 6.23725 -1.79455 2.61554 -0.129 -0.307 0.405
O 6.65598 -0.87684 1.62330 0.279 0.229 -0.359
C 5.99493 0.23419 1.35534 -0.215 0.603 -0.224
C 6.55377 1.05042 0.34427 0.126 -0.319 0.169
C 5.92523 2.18576 -0.07791 -0.362 0.044 0.066
C 4.67165 2.53358 0.47056 0.207 -1.218 1.006
C 4.16757 1.79054 1.56398 0.117 0.265 -0.362
C 4.81763 0.66700 1.99894 0.136 -0.385 0.175
N 4.00592 3.58219 -0.04756 0.252 1.051 -1.095
N 2.83723 3.90540 0.06516 0.154 0.572 0.302
C 1.69769 3.23222 0.20876 -0.330 -0.573 -0.068
C 0.64643 3.87427 0.89539 -0.084 -0.194 0.182
C -0.46423 3.19134 1.30615 -0.020 0.020 -0.077
C -0.65766 1.82455 0.96834 0.056 0.167 0.264
O -1.60649 1.12360 1.40964 -0.146 -0.299 -0.460
C 0.32293 1.22097 0.07368 0.550 0.411 -0.276
N 0.05649 -0.02661 -0.37037 0.646 -0.071 0.090
C 0.93015 -0.65587 -1.14105 0.069 -0.175 -0.110
C 2.09750 -0.04611 -1.59238 -0.038 0.339 0.128
C 2.36734 1.24914 -1.20346 -0.115 -0.242 -0.035
C 1.50106 1.90018 -0.30900 -0.451 -0.271 0.020
H 6.95199 -2.61371 2.55580 -0.112 0.082 0.082
H 5.23306 -2.18060 2.41947 0.035 0.110 -0.071
H 6.27605 -1.34858 3.61234 0.007 0.019 -0.077
H 7.50113 0.74476 -0.07066 0.081 -0.018 -0.101
H 6.34483 2.80801 -0.85188 0.073 0.066 -0.103
H 3.27609 2.13810 2.06791 -0.053 -0.074 0.052
H 4.42755 0.12468 2.84438 -0.024 -0.118 0.100
H 0.79660 4.90574 1.17771 -0.008 0.092 0.022
H -1.21419 3.67198 1.91365 -0.093 0.029 0.049
H 0.67690 -1.66931 -1.43147 0.062 0.038 -0.014
H 2.76481 -0.59036 -2.24093 0.030 -0.007 -0.102
H 3.22827 1.76334 -1.60101 0.106 -0.011 0.024
C -3.24078 1.62225 -4.85428 -0.032 -0.036 0.057
C -4.40996 1.25152 -4.19689 -0.092 -0.049 0.087
C -4.35509 0.64953 -2.96147 -0.033 -0.061 0.086
C -3.10759 0.40322 -2.34124 -0.109 0.261 -0.367
C -1.93327 0.82223 -3.00483 0.109 -0.030 0.114
C -2.00660 1.40624 -4.24787 0.085 -0.023 0.071
N -3.02691 -0.16574 -1.11826 0.486 0.483 -0.127
C -3.93509 -1.03692 -0.57349 -1.242 -0.379 0.714
C -4.70924 -1.95657 -1.31834 0.213 0.043 0.098
C -5.56904 -2.81552 -0.67083 0.233 0.172 -0.216
C -5.65632 -2.82456 0.72019 0.203 0.218 0.403
C -4.88354 -1.95944 1.47538 -0.170 -0.484 -0.045
C -4.01334 -1.06085 0.85790 0.125 0.541 -0.541
H -3.29332 2.08556 -5.82693 0.005 0.045 -0.081
H -5.36929 1.44324 -4.65074 -0.088 0.028 -0.051
H -5.25962 0.39366 -2.42976 -0.095 0.016 -0.038
H -0.97565 0.64793 -2.53316 -0.025 0.042 -0.040
H -1.10265 1.69996 -4.75764 0.098 0.027 -0.034
H -4.62564 -1.96053 -2.39551 -0.010 -0.030 -0.044
H -6.19143 -3.47859 -1.25215 -0.025 -0.083 -0.048
H -6.35590 -3.48500 1.20596 -0.064 -0.085 0.080
H -4.99774 -1.93633 2.55013 -0.008 0.025 0.040
H -3.63824 -0.20428 1.43832 -0.092 -0.226 -0.188
C -1.09959 -2.04118 3.31130 0.203 -0.140 -0.146
S -0.41887 -2.31479 1.65233 -0.505 0.086 -0.077
C -1.25661 -3.85337 1.15089 0.296 0.030 0.212
H -0.61784 -2.72765 4.00377 -0.062 0.017 0.047
H -2.17613 -2.18931 3.30012 -0.026 0.002 0.010
H -0.86501 -1.01278 3.57945 -0.010 -0.022 0.015
H -2.29059 -3.83910 1.48814 -0.034 0.032 -0.049
H -0.72777 -4.70055 1.58015 -0.045 -0.066 0.004
H -1.21155 -3.91596 0.06199 0.004 -0.019 0.103



Entry 5:
16
Properties=species:S:1:pos:R:3:forces:R:3 method="wB97M-V/def2-TZVPD" de_lowest_ev=4.3811 charge=0
C -1.87200 -0.33123 0.41063 -0.087 0.059 0.033
N -0.69429 0.43977 0.80918 -0.006 0.075 0.161
C 0.50187 -0.31952 1.12546 -0.112 -0.432 0.370
C 1.13504 -0.68416 -0.17089 -0.316 -0.628 -0.272
C 0.50998 0.10553 -1.29027 -0.485 -0.328 -0.315
C 0.11488 1.13793 -0.22973 -0.079 0.220 -0.319
C 1.39955 0.73218 0.58837 0.031 -0.725 -0.577
H -1.70391 -1.15909 -0.30292 0.208 0.281 0.140
H -2.61570 0.34509 -0.02396 0.139 -0.041 0.048
H -2.32332 -0.76707 1.31005 0.126 0.098 -0.127
H 0.63949 -0.89367 2.03231 -0.204 -0.107 -0.040
H 1.82636 -1.51801 -0.26094 0.167 0.420 0.081
H -0.26061 -0.40236 -1.86318 -0.265 0.115 -0.397
H 1.25268 0.56678 -1.96291 -0.188 -0.332 0.249
H -0.26903 2.12125 -0.52049 0.387 -0.152 0.171
H 2.42524 0.60047 0.28946 0.683 1.477 0.794



Number 1: E -9808.6489 eV. Number 2: E -31257.7349 eV. Number 3: E -36096.9358 eV. Number 4: E -55019.5037 eV. Number 5: E -7853.7785 eV.